# C25H63N4NbO10PS7

C25H63N4NbO10PS7 as an isolated structure in a non-equilibrium geometry (the ωB97M-V functional and the def2-TZVPD basis, the OMol25 dataset).

XYZ file:
```
111
C25H63N4NbO10PS7 | the OMol25 dataset | the ωB97M-V functional and the def2-TZVPD basis
C 3.6555 -4.2673 4.1182
C 2.9415 -3.0718 4.7576
C 3.7138 -1.7728 4.4972
N 3.8689 -1.5578 3.0598
Nb 4.6789 0.2096 2.2503
C 4.3055 -0.5657 0.1361
C 5.3763 -1.4871 -0.4213
C 4.9372 -2.1686 -1.7096
O 3.7581 -2.9508 -1.5768
C 3.9804 -4.1634 -0.9091
C 2.6624 1.2338 2.0848
C 1.4611 0.4627 2.6238
S 0.8445 -0.7629 1.4380
C -0.8263 -0.3364 1.3321
N -1.4592 0.7764 1.5582
N -2.7983 0.5232 1.2408
C -2.8461 -0.7085 0.8351
O -1.6382 -1.3266 0.8735
N 6.6575 -0.7050 2.1305
C 6.8639 -1.5799 2.9184
O 7.2599 -2.2426 3.8031
P 5.2527 1.3863 4.4877
C 6.2400 2.9094 4.1788
O 6.3536 0.4826 5.3875
H 3.4242 -4.2913 3.0633
H 3.3647 -5.2013 4.5822
H 4.7282 -4.1105 4.1958
H 1.9753 -2.9538 4.2628
H 2.7392 -3.2070 5.8173
H 4.7027 -1.9092 4.9297
H 3.1706 -0.9688 4.9965
H 3.0517 -1.9057 2.5672
H 5.3451 1.7291 1.4815
H 4.0853 0.2284 -0.5731
H 3.4062 -1.1732 0.2586
H 5.6422 -2.2528 0.2986
H 6.2745 -0.9273 -0.6706
H 5.7362 -2.8078 -2.1057
H 4.7140 -1.4245 -2.4678
H 3.0248 -4.6604 -0.8027
H 4.3954 -4.0200 0.0889
H 4.6618 -4.8069 -1.4740
H 2.4856 1.4298 1.0310
H 2.7219 2.1920 2.5968
H 1.6408 -0.0297 3.5722
H 0.6235 1.1367 2.7862
H -3.7158 -1.2432 0.5138
H 7.2533 2.5611 3.9965
H 6.2826 3.5591 5.0511
H 5.8941 3.4368 3.3019
H 5.9444 0.3080 6.2362
C -5.6469 3.0236 1.4593
S -5.3452 4.5493 0.5703
O -6.2673 5.5782 1.1292
C -6.0581 3.9847 -0.9748
H -5.3031 3.1565 2.4825
H -6.7153 2.8040 1.4528
H -5.0822 2.2157 0.9931
H -7.0942 3.6934 -0.8155
H -5.4884 3.1374 -1.3529
H -6.0122 4.8084 -1.6860
C -9.3889 2.0829 -2.2754
S -8.3011 0.7472 -1.7737
O -6.9268 1.1239 -2.2089
C -8.9116 -0.4262 -2.9777
H -9.1439 2.9569 -1.6740
H -9.2283 2.2969 -3.3337
H -10.4224 1.7865 -2.0984
H -8.7823 -0.0046 -3.9750
H -9.9652 -0.6253 -2.7908
H -8.3353 -1.3454 -2.8833
C -5.9013 1.5669 -6.4466
S -6.7659 2.4603 -5.1503
O -8.2144 2.4521 -5.5207
C -6.1277 4.0806 -5.5944
H -6.2001 0.5228 -6.3839
H -6.1743 1.9736 -7.4209
H -4.8275 1.6497 -6.2824
H -6.3850 4.3104 -6.6289
H -5.0468 4.0885 -5.4566
H -6.5858 4.8096 -4.9296
C -11.7360 2.0557 -5.9671
S -12.7226 0.9838 -4.9175
O -11.8151 0.5086 -3.8411
C -12.8716 -0.3622 -6.0975
H -11.4900 2.9467 -5.3940
H -10.8172 1.5442 -6.2537
H -12.3170 2.3328 -6.8470
H -11.8776 -0.7074 -6.3817
H -13.4229 -0.0165 -6.9717
H -13.4191 -1.1686 -5.6145
C 6.5251 -8.0745 3.3961
S 5.9197 -6.7385 2.3546
O 4.4436 -6.8683 2.3131
C 6.5322 -7.4249 0.8090
H 6.2075 -7.8654 4.4151
H 6.0988 -9.0205 3.0610
H 7.6138 -8.1048 3.3501
H 6.1041 -8.4157 0.6545
H 7.6208 -7.4762 0.8404
H 6.2204 -6.7578 0.0081
C 9.4720 3.5819 0.8775
S 8.4265 4.4856 2.0252
O 7.0778 4.5369 1.4212
C 9.1596 6.1031 1.7171
H 9.1369 2.5461 0.8820
H 9.3632 4.0027 -0.1223
H 10.5094 3.6372 1.2097
H 9.0664 6.3501 0.6593
H 10.2081 6.0929 2.0178
H 8.6143 6.8302 2.3149
```

Values from the calculation:
Charge: -1
HOMO-LUMO gap (eV): 5.299
E_LUMO (Ha): 0.05270
Spin multiplicity: 1
Electronic energy (eV): -140060.959